1.
The following is a quantum chemistry calculation of 15 unconnected molecules or ions with the total composition C18H66N14O15 in a non-equilibrium geometry, from the Open Molecules 2025 dataset.

Geometry (Å):
C  17.209  -3.922  13.343
C  16.725  -3.721  11.906
O  16.834  -4.907  11.208
H  18.260  -4.160  13.271
H  16.737  -4.714  13.868
H  17.030  -3.066  13.989
H  17.329  -2.909  11.396
H  15.747  -3.286  11.843
H  16.441  -4.683  10.312
C  22.167  -3.722  13.884
C  21.169  -3.105  12.892
O  21.311  -3.736  11.661
H  21.735  -3.291  14.831
H  23.254  -3.418  13.798
H  22.064  -4.795  13.897
H  21.405  -2.052  12.736
H  20.143  -3.179  13.239
H  22.136  -3.479  11.289
C  22.398  -6.345  9.113
C  21.077  -7.058  8.860
O  20.074  -6.103  8.837
H  23.208  -7.080  8.945
H  22.434  -5.925  10.083
H  22.474  -5.504  8.455
H  20.897  -7.990  9.440
H  21.070  -7.523  7.927
H  19.916  -5.890  9.785
C  23.754  0.308  7.338
O  23.016  1.312  6.680
N  24.984  0.471  7.771
N  23.338  -0.908  7.485
H  25.316  1.419  7.785
H  25.699  -0.238  7.941
H  22.415  -1.083  7.039
H  23.827  -1.502  8.133
C  17.100  0.150  11.962
O  17.828  -0.860  12.565
N  15.827  0.163  11.902
N  17.718  0.980  11.169
H  15.361  -0.545  12.493
H  15.184  0.952  11.759
H  18.734  0.917  11.353
H  17.358  1.769  10.634
C  21.436  -5.060  5.710
O  22.329  -6.112  5.917
N  20.589  -4.710  6.584
N  21.303  -4.430  4.518
H  20.505  -5.328  7.385
H  19.849  -4.058  6.409
H  21.896  -4.799  3.813
H  20.593  -3.803  4.262
C  20.232  -0.475  6.271
O  20.248  0.321  5.093
N  19.609  -0.178  7.380
N  20.895  -1.637  6.420
H  19.257  0.783  7.424
H  19.616  -0.783  8.209
H  21.350  -2.084  5.682
H  20.726  -2.194  7.304
C  15.872  -1.363  8.652
O  15.618  -2.226  7.610
N  15.009  -1.191  9.558
N  16.902  -0.667  8.780
H  14.198  -1.833  9.431
H  15.293  -0.763  10.479
H  17.428  -0.555  7.892
H  17.173  0.002  9.544
C  19.462  -6.855  11.881
O  18.429  -7.800  11.667
N  20.661  -7.157  12.385
N  19.448  -5.636  11.403
H  20.705  -8.122  12.800
H  21.528  -6.590  12.324
H  18.477  -5.306  11.230
H  20.223  -4.925  11.623
C  19.646  -2.902  9.128
O  18.552  -3.715  8.974
N  19.479  -1.719  9.492
N  20.838  -3.071  8.663
H  18.487  -1.450  9.718
H  20.142  -1.135  9.977
H  20.966  -3.801  7.989
H  21.728  -2.580  8.894
C  21.451  0.665  10.314
O  20.602  0.059  11.272
H  21.803  0.004  9.563
H  22.376  0.952  10.803
H  20.992  1.473  9.813
H  20.898  0.363  12.135
C  17.006  -6.423  8.313
O  16.437  -5.145  8.389
H  17.552  -6.689  9.208
H  17.703  -6.490  7.492
H  16.240  -7.133  8.026
H  17.160  -4.554  8.525
C  24.068  -3.144  10.397
O  23.193  -2.158  9.902
H  23.828  -4.197  10.041
H  23.996  -3.070  11.478
H  25.035  -2.827  10.110
H  23.588  -1.291  10.165
C  24.403  -3.621  7.184
O  24.564  -3.051  5.889
H  23.383  -3.501  7.517
H  25.035  -3.145  7.869
H  24.641  -4.702  7.178
H  24.299  -2.143  5.989
C  17.848  -3.169  5.803
O  18.721  -3.066  4.768
H  16.869  -3.021  5.483
H  17.926  -2.413  6.537
H  17.917  -4.156  6.251
H  18.502  -2.274  4.237

Computed properties:
gap between HOMO and LUMO = 7.68 eV
M = 718.809 g mol⁻¹
energy above the lowest of the compared OMol25 structures with the same formula, charge and spin = 492.5 kJ/mol

Atom charges from the Mulliken analysis, given in e for atoms 1 to 5: C -1.034; C 0.423; O -0.797; H -0.132; H 0.422


2.
The following is a quantum chemistry calculation of 15 unconnected molecules or ions with the total composition C18H66N4O15 in a non-equilibrium geometry, from the Open Molecules 2025 dataset.

Geometry (Å):
C  0.123  3.065  3.221
C  -0.455  4.045  2.226
O  0.206  5.321  2.348
H  0.166  3.460  4.236
H  1.128  2.696  2.946
H  -0.398  2.097  3.231
H  -1.539  4.305  2.363
H  -0.294  3.714  1.247
H  -0.306  6.041  1.946
C  -0.093  -0.919  0.430
C  0.507  0.196  -0.446
O  0.320  1.414  0.227
H  0.110  -1.902  -0.015
H  -1.159  -0.895  0.315
H  0.209  -0.959  1.488
H  0.148  0.253  -1.460
H  1.631  0.168  -0.494
H  0.835  1.319  1.018
C  2.544  4.401  -0.239
C  3.108  2.988  -0.067
O  4.496  3.156  -0.119
H  1.487  4.275  -0.521
H  3.127  5.108  -0.793
H  2.456  4.830  0.733
H  2.751  2.296  -0.841
H  2.808  2.526  0.908
H  4.935  2.530  0.437
C  -3.053  -2.243  2.246
O  -2.937  -2.280  0.816
N  -2.920  -1.118  2.849
N  -3.235  -3.267  2.997
H  -2.776  -0.359  2.215
H  -2.611  -0.909  3.794
H  -3.375  -4.146  2.512
H  -3.375  -3.219  3.995
C  0.226  3.575  -2.775
O  1.477  2.961  -2.950
N  -0.010  4.673  -3.417
N  -0.775  3.054  -2.032
H  0.791  5.155  -3.884
H  -0.912  5.265  -3.220
H  -0.570  2.319  -1.348
H  -1.718  3.507  -1.971
C  -5.042  -0.538  -0.069
O  -5.169  -0.686  -1.492
H  -5.709  0.313  0.370
H  -4.051  -0.326  0.076
H  -5.263  -1.502  0.384
H  -4.457  -1.264  -1.836
C  0.607  -2.502  4.160
O  1.377  -3.665  3.808
H  -0.491  -2.559  3.917
H  0.906  -1.680  3.525
H  0.690  -2.229  5.196
H  0.960  -4.053  3.003
C  -1.934  -3.214  -2.071
O  -3.286  -2.866  -1.792
H  -1.768  -4.235  -1.940
H  -1.231  -2.687  -1.548
H  -1.760  -2.997  -3.155
H  -3.366  -2.595  -0.891
C  2.044  0.064  -4.302
O  2.173  -1.338  -4.480
H  1.018  0.412  -4.186
H  2.415  0.640  -5.190
H  2.595  0.366  -3.480
H  3.057  -1.560  -4.723
C  1.891  -3.516  -1.807
O  1.343  -4.565  -0.985
H  1.993  -2.610  -1.128
H  1.143  -3.207  -2.608
H  2.881  -3.774  -2.197
H  1.078  -5.210  -1.626
C  -3.191  2.173  0.894
O  -2.249  1.303  1.459
H  -4.124  1.960  1.331
H  -3.241  1.837  -0.173
H  -2.912  3.258  1.046
H  -1.372  1.453  1.046
C  3.151  -0.153  2.220
O  1.930  0.391  2.588
H  3.849  0.667  2.320
H  3.226  -0.560  1.211
H  3.397  -0.954  2.954
H  2.086  0.664  3.493
C  -0.655  -4.473  1.447
O  0.711  -4.869  1.591
H  -1.242  -4.654  2.350
H  -1.131  -4.961  0.647
H  -0.720  -3.445  1.332
H  1.155  -4.798  0.709
C  4.739  -0.064  -1.314
O  4.240  -1.398  -1.290
H  4.186  0.512  -0.584
H  4.549  0.385  -2.313
H  5.801  -0.044  -1.188
H  4.473  -1.857  -2.100
C  -2.436  0.090  -2.775
O  -2.863  1.417  -2.918
H  -1.431  0.132  -3.068
H  -2.982  -0.610  -3.444
H  -2.527  -0.223  -1.764
H  -2.092  1.947  -2.765

Computed properties:
gap between HOMO and LUMO = 9.44 eV
M = 578.739 g mol⁻¹
energy above the lowest of the compared OMol25 structures with the same formula, charge and spin = 64.7 kJ/mol

Atom charges from the Mulliken analysis, given in e for atoms 1 to 5: C -0.817; C 0.690; O -0.579; H 0.516; H -0.087


3.
The following is a quantum chemistry calculation of a molecular structure, C18H6BrCl3CrF5NO2S2, from the Open Molecules 2025 dataset.

Geometry (Å):
Cr  0.019  0.021  -0.152
F  2.550  -0.142  6.022
C  2.515  -0.094  4.686
C  1.311  -0.083  4.018
F  0.165  -0.122  4.702
C  1.314  -0.033  2.642
F  0.106  -0.021  2.024
C  2.456  0.010  1.861
S  2.416  0.076  0.127
C  3.649  -0.001  2.578
F  4.815  0.038  1.923
C  3.685  -0.052  3.955
F  4.858  -0.061  4.599
Cl  0.084  0.118  -2.440
C  0.010  1.813  -2.868
C  -0.006  2.118  -4.212
C  -0.064  3.444  -4.600
C  -0.105  4.432  -3.629
C  -0.088  4.094  -2.286
Cl  -0.148  5.387  -1.124
C  -0.032  2.761  -1.843
S  -0.014  2.351  -0.147
H  0.023  1.319  -4.945
H  -0.079  3.706  -5.650
H  -0.155  5.479  -3.904
Cl  0.064  -2.248  -0.186
Br  -8.163  0.976  -1.015
C  -6.590  0.261  -0.232
C  -6.702  -0.626  0.825
N  -5.636  -1.165  1.417
C  -4.428  -0.817  0.962
C  -4.236  0.067  -0.095
C  -5.346  0.614  -0.711
C  -2.861  0.427  -0.606
O  -2.768  1.004  -1.673
O  -1.898  -0.021  0.149
H  -7.678  -0.912  1.203
H  -3.567  -1.256  1.450
H  -5.217  1.296  -1.540

Computed properties:
gap between HOMO and LUMO (spin up / spin down) = 6.59 / 7.24 eV
total charge = -1
2S+1 = 2
M = 665.634 g mol⁻¹
energy above the lowest of the compared OMol25 structures with the same formula, charge and spin = 53.5 kJ/mol

Atom charges from the natural (NBO) analysis, given in e for atoms 1 to 5: Cr 0.645; F -0.296; C 0.235; C 0.285; F -0.288


4.
The following is a quantum chemistry calculation of a molecular structure, C18H7Cl5N3O2RuTe4, from the Open Molecules 2025 dataset.

Geometry (Å):
Ru  -1.024  1.469  -0.183
Cl  0.187  1.431  2.030
C  -1.411  0.805  2.443
C  -2.257  0.813  1.344
C  -3.523  0.300  1.608
Cl  -4.696  0.212  0.329
C  -3.893  -0.165  2.878
Cl  -5.470  -0.796  3.148
C  -2.988  -0.128  3.936
Cl  -3.429  -0.695  5.497
C  -1.705  0.367  3.716
Cl  -0.532  0.432  4.966
Te  -2.076  3.859  0.377
Te  -0.513  5.695  -0.649
Te  -2.126  3.845  -3.845
Te  -2.838  2.325  -1.849
O  2.519  -4.574  -0.894
N  3.214  -3.586  -0.975
O  4.423  -3.612  -1.006
C  2.546  -2.259  -1.027
C  3.368  -1.201  -1.045
C  2.861  0.133  -1.096
C  3.697  1.260  -1.159
C  3.130  2.504  -1.226
C  1.733  2.627  -1.210
N  0.928  1.584  -1.137
C  1.489  0.345  -1.092
C  0.608  -0.796  -1.008
N  -0.709  -0.500  -0.899
C  -1.592  -1.474  -0.950
C  -1.198  -2.806  -1.080
C  0.133  -3.133  -1.089
C  1.104  -2.112  -1.036
H  4.436  -1.367  -1.029
H  4.774  1.132  -1.152
H  3.734  3.400  -1.272
H  1.245  3.599  -1.235
H  -2.631  -1.188  -0.860
H  -1.951  -3.581  -1.132
H  0.433  -4.164  -1.133

Computed properties:
gap between HOMO and LUMO (spin up / spin down) = 4.92 / 4.92 eV
2S+1 = 2
M = 1086.008 g mol⁻¹
energy above the lowest of the compared OMol25 structures with the same formula, charge and spin = 186.5 kJ/mol

Atom charges from the natural (NBO) analysis, given in e for atoms 1 to 5: Ru 0.245; Cl 0.084; C 0.012; C -0.234; C -0.091


| no. | electronic energy (eV) |
| --- | --- |
| 1 | -71303.8393 |
| 2 | -56402.5220 |
| 3 | -195641.3495 |
| 4 | -121709.7053 |